No. 1
9
Properties=species:S:1:pos:R:3:forces:R:3 method="wB97M-V/def2-TZVPD" homo_lumo_gap_ev=9.31
C 0.081020 -0.227905 0.465666 0.252 -1.822 -2.141
C 0.576328 -1.173245 -0.586331 0.701 0.550 2.678
H -1.304876 2.055658 1.251284 -1.639 2.923 -0.065
H 0.148268 -0.604764 1.417955 0.706 -0.765 2.391
H 0.582030 0.878775 -1.900723 -1.155 -3.959 -0.721
N -0.616819 0.787738 0.275961 0.626 0.072 -0.939
O -0.912943 1.270011 1.498334 0.189 -0.872 1.376
O 1.210137 -2.141772 -0.258291 -0.027 -0.818 0.478
S 0.236855 -0.844496 -2.163855 0.346 4.691 -3.058

***

No. 2
30
Properties=species:S:1:pos:R:3:forces:R:3 method="wB97M-V/def2-TZVPD" charge=+2 homo_lumo_gap_ev=2.89
C 5.297020 0.205574 1.429286 0.560 0.225 -0.102
C 4.386625 -0.349062 0.878356 -1.413 0.168 -0.024
C 3.081943 -0.539376 0.279066 0.672 -0.214 0.672
C 2.806573 -0.124240 -0.961850 -0.558 0.361 -0.591
Cl 3.974915 0.630335 -2.001842 -0.911 -0.594 0.421
C 1.377702 -0.352093 -1.456771 1.103 0.448 0.843
O 1.123572 -0.717498 -2.566017 -0.591 -0.113 -0.319
C 0.286906 -0.115559 -0.379827 -0.384 -0.063 -0.122
C -1.023560 0.632595 -0.759004 0.860 0.026 -0.704
C -0.981670 1.242368 -2.205960 0.554 -0.591 0.621
C -2.327034 -0.194299 -0.513407 -0.656 2.339 -0.118
C -3.299484 0.631982 0.402657 0.192 -0.547 0.298
C 0.554622 -0.553620 0.864685 0.088 -0.096 -0.563
P -0.541392 -0.379324 2.351719 1.435 -1.004 1.842
S 0.099980 -1.277513 3.940468 -0.176 0.082 -0.365
C 1.946511 -1.237657 1.043141 0.175 0.999 -0.385
O 2.099856 -2.228460 1.676550 -0.086 -0.339 0.221
H 6.139844 0.761022 1.809634 -0.283 -0.460 0.013
H -1.071248 1.514129 -0.091419 -0.071 -0.569 -0.017
H -1.001434 0.439475 -2.959146 -0.193 0.436 0.135
H 0.016468 1.705702 -2.293922 -0.618 0.126 -0.172
H -1.766695 1.997653 -2.354303 0.256 -0.340 0.025
H -2.858747 -0.287376 -1.505628 0.292 -0.444 0.286
H -2.083763 -1.205442 -0.037965 0.785 1.946 1.058
H -3.726648 1.457412 -0.191075 -0.047 -0.543 0.117
H -4.070280 0.010408 0.887859 -0.026 0.385 -0.431
H -2.743398 1.116338 1.222741 -0.078 -0.357 -0.370
H -0.617745 1.008005 2.635581 -0.538 -0.089 -0.881
H -1.823918 -0.953099 2.037195 0.130 0.584 -0.473
Pb -2.698782 -2.713204 -0.923884 -0.473 -1.764 -0.917

***

No. 3
76
Properties=species:S:1:pos:R:3:forces:R:3 method="wB97M-V/def2-TZVPD" homo_lumo_gap_ev=6.76
Na -0.628263 0.795806 -0.915011 0.080 -0.196 0.052
O 0.252036 -1.221829 0.630684 0.646 -0.338 -0.436
N -0.632400 -0.915831 1.609287 0.040 0.439 0.051
C -1.532096 -1.777441 1.827087 -0.388 -0.108 0.077
C -2.682211 -1.282728 2.592501 0.006 0.181 0.049
C -3.528889 -2.164420 3.257990 0.057 -0.039 0.024
C -4.595029 -1.685647 3.996235 -0.091 0.025 0.056
C -4.829987 -0.318738 4.061843 -0.032 -0.028 0.019
C -4.021437 0.566419 3.364812 0.021 0.018 -0.064
C -2.945383 0.109314 2.609121 0.191 -0.411 -0.174
P -1.891910 1.245455 1.601895 -0.504 0.770 0.415
C -3.020201 2.718167 1.456554 -0.077 -0.180 -0.033
C -3.880646 2.691990 0.355636 0.042 0.083 0.061
C -4.767086 3.731401 0.105641 0.079 -0.068 0.017
C -4.798035 4.826795 0.957942 -0.023 -0.010 -0.012
C -3.951781 4.868166 2.057405 0.047 -0.024 -0.001
C -3.070621 3.822503 2.306440 0.033 -0.056 0.009
C -0.694058 1.867159 2.845069 0.013 -0.066 0.067
C -0.549728 1.283539 4.101493 -0.005 -0.015 -0.045
C 0.348155 1.807058 5.023473 0.004 0.003 -0.028
C 1.111421 2.919598 4.699679 -0.011 -0.014 -0.009
C 0.985375 3.497976 3.443487 0.003 -0.003 0.016
C 0.093287 2.971198 2.522356 -0.061 -0.022 -0.046
H 0.880246 -0.438202 0.571789 0.004 -0.003 -0.025
H -1.513230 -2.770598 1.379763 -0.039 0.041 -0.040
H -3.335746 -3.230949 3.208171 0.015 0.056 -0.001
H -5.244651 -2.373338 4.523322 0.029 0.010 -0.011
H -5.657296 0.059380 4.649319 0.006 0.003 -0.028
H -4.240637 1.625807 3.398208 0.002 -0.005 0.004
H -3.847535 1.841289 -0.318538 -0.035 0.011 -0.031
H -5.419076 3.691378 -0.758527 0.013 0.003 0.030
H -5.477561 5.647596 0.761695 0.028 -0.027 0.017
H -3.973477 5.721252 2.724977 0.007 -0.024 -0.017
H -2.412617 3.871166 3.165783 -0.008 0.003 -0.005
H -1.141888 0.415196 4.366009 0.016 0.038 0.011
H 0.445423 1.346803 5.999383 -0.002 0.000 -0.028
H 1.806752 3.330566 5.421787 -0.016 -0.009 -0.025
H 1.590900 4.355867 3.176802 -0.035 -0.023 -0.013
H -0.001508 3.426209 1.543999 0.037 0.018 0.019
C 3.157744 -0.193184 -2.109243 -0.011 -0.095 0.116
Si 2.127305 1.165345 -2.901572 -0.161 0.082 0.061
C 3.376264 2.217101 -3.844269 0.045 0.089 -0.081
C 1.008133 0.396163 -4.211069 -0.008 0.041 -0.121
C 1.178595 2.152962 -1.647587 0.342 0.083 0.116
C 1.910948 2.135198 -0.373448 -0.014 -0.181 -0.067
C 2.738593 3.195582 0.070134 -0.039 -0.020 -0.007
C 3.571413 3.038285 1.154346 -0.039 0.009 -0.007
C 3.562406 1.836935 1.863955 0.008 0.046 -0.023
C 2.673356 0.871487 1.451834 -0.140 0.136 -0.107
N 1.861703 1.002586 0.388213 0.084 0.041 0.236
Si 0.386855 3.712086 -2.215904 -0.241 -0.114 -0.074
C -0.448471 4.635090 -0.799142 0.042 0.050 0.176
C 1.384486 5.035776 -3.119139 0.150 0.005 -0.025
C -1.012967 3.276263 -3.426415 0.033 0.094 -0.118
H 3.787626 -0.676371 -2.863935 -0.084 0.035 0.030
H 2.548360 -0.962533 -1.623874 0.072 0.046 -0.036
H 3.817176 0.231460 -1.344474 -0.026 -0.075 -0.080
H 4.034997 1.600823 -4.466219 -0.047 0.040 0.054
H 4.001068 2.784862 -3.144444 -0.045 -0.052 -0.078
H 2.876378 2.938138 -4.498148 0.098 -0.092 0.033
H 1.588345 -0.244008 -4.885933 -0.074 0.061 0.056
H 0.538723 1.179602 -4.817612 0.016 -0.129 0.058
H 0.208697 -0.213957 -3.776758 0.046 0.003 -0.033
H 2.746919 4.115676 -0.504364 0.066 -0.076 0.012
H 4.246152 3.836907 1.442443 -0.044 0.008 0.005
H 4.204886 1.672856 2.718323 -0.028 -0.009 -0.027
H 2.588810 -0.062504 2.001833 -0.018 0.023 -0.036
H 0.270413 4.958320 -0.035642 -0.106 -0.031 -0.076
H -1.217356 4.027393 -0.309187 0.034 0.048 0.002
H -0.943505 5.534834 -1.181957 0.049 -0.081 0.013
H 2.225441 5.409434 -2.524648 -0.068 -0.018 -0.052
H 0.736422 5.886282 -3.355160 0.031 -0.028 0.027
H 1.791318 4.657042 -4.059996 -0.030 0.083 0.066
H -1.454984 2.292575 -3.236959 -0.003 0.049 -0.013
H -0.653658 3.274474 -4.462574 -0.067 -0.040 0.107
H -1.815150 4.021005 -3.361412 0.084 -0.064 -0.029

***

Values of lowest unoccupied orbital energy, in order: -0.7; -11.6; -0.1, all in eV.
Values of calculated total energy, in order: -18538.917; -54602.272; -67253.134, all in eV.